Computed, not measured: a molecular structure, C22H13F3NO5Rh, with ωB97M-V/def2-TZVPD.

Structure (XYZ):
```
45
Properties=species:S:1:pos:R:3:nbo_charge:R:1
C -0.20 3.27 2.21 -0.19
C -6.25 -0.87 -2.67 -0.26
C -4.52 -1.07 -1.00 -0.27
O -2.54 -1.76 0.15 -0.67
C 4.45 0.18 0.50 -0.13
H 6.49 0.79 0.71 0.23
C -6.81 -1.52 -0.43 -0.32
C -7.20 -1.24 -1.73 -0.16
Rh -0.92 -0.34 0.38 1.13
O -5.08 -1.67 1.22 -0.65
C 7.81 -1.27 -0.36 0.97
C 4.09 -1.97 -0.53 -0.18
H -0.38 2.03 -1.41 0.24
C 6.32 -1.13 -0.22 -0.16
O -2.36 -0.09 -1.27 -0.72
C -0.43 1.95 1.87 0.11
C -0.60 0.84 2.88 0.74
O -0.86 -0.32 2.35 -0.62
H -6.55 -0.65 -3.69 0.22
H 5.86 -3.02 -1.12 0.23
C -0.31 2.43 -0.41 0.06
C -0.03 4.19 1.18 -0.14
H 0.05 4.46 -0.95 0.24
C -0.08 3.76 -0.13 -0.23
O -0.51 1.08 4.06 -0.58
C 3.57 -0.81 0.06 -0.14
H -5.85 -1.89 1.76 0.48
C 0.96 -0.52 0.27 -0.14
C -3.07 -0.97 -0.68 0.75
C 2.16 -0.65 0.19 -0.06
C 5.81 0.02 0.36 -0.19
C -4.93 -0.77 -2.30 -0.12
H -8.24 -1.32 -2.00 0.22
H 0.15 5.23 1.41 0.23
H -4.17 -0.47 -3.01 0.23
C 5.46 -2.13 -0.67 -0.17
C -5.48 -1.44 -0.05 0.43
F 8.17 -2.42 -0.95 -0.32
H 3.42 -2.74 -0.87 0.23
N -0.50 1.57 0.59 -0.34
F 8.34 -0.27 -1.09 -0.33
H -7.56 -1.80 0.31 0.21
H -0.16 3.53 3.25 0.26
H 4.05 1.07 0.96 0.21
F 8.43 -1.24 0.84 -0.33
```

Properties
maximum force	0.0344	hartree/bohr
LUMO level	-0.90	eV
DFT total energy	-1687.235732	Ha
Kohn-Sham gap	7.628	eV